Below is a 2-piece molecular cluster, C5H14NO overall, with properties calculated with ωB97M-V/def2-TZVPD.

For the energy relative to the best compared isomer or geometry (same formula, charge and spin), the calculation gives 1.6163 eV. Its frontier orbital gap is 10.267 eV. For the LUMO energy, the calculation gives -3.217 eV. The net charge is +1. The value obtained for the HOMO energy is -13.485 eV. As for the molecular weight: 104.173 u.

```
21
C5H14NO (ωB97M-V/def2-TZVPD)
C -1.453 -0.262 -0.078
C -1.169 1.265 -0.116
C 0.344 1.404 -0.072
C 1.062 2.000 -1.027
C 0.980 1.093 1.261
N -0.492 -1.020 -0.995
H -2.455 -0.612 -0.336
H -1.398 -0.613 0.969
H -1.781 1.703 -0.918
H -1.534 1.773 0.785
H 0.891 2.431 -2.009
H 2.130 2.072 -0.824
H 1.967 1.531 1.404
H 0.888 0.044 1.576
H 0.457 1.584 2.109
H 0.074 -1.573 -0.338
H 0.002 -0.344 -1.582
H -0.940 -1.737 -1.565
H 0.507 -3.907 -0.020
H 1.188 -3.677 1.228
O 0.733 -3.156 0.547
```

Results of the Mulliken charge analysis, in e, for atoms 1 through 6: -0.7769, -0.5615, 0.7666, -0.9496, -1.2952, -0.1604

Below is a 2-piece molecular cluster, C5H14NO overall, with properties calculated with ωB97M-V/def2-TZVPD.

For the energy relative to the best compared isomer or geometry (same formula, charge and spin), the calculation gives 4.0614 eV. Its frontier orbital gap is 8.852 eV. For the LUMO energy, the calculation gives -3.248 eV. The net charge is +1. The value obtained for the HOMO energy is -12.100 eV. As for the molecular weight: 104.173 u.

```
21
C5H14NO (ωB97M-V/def2-TZVPD)
C -0.312 1.436 1.218
C -0.527 0.316 0.225
C 0.465 0.282 -0.998
C 0.401 1.420 -2.038
C -0.588 2.525 -2.020
N -0.133 -1.036 1.077
H -1.289 1.576 1.948
H -0.168 2.317 0.491
H 0.583 1.532 1.911
H -1.614 0.232 -0.086
H 1.490 0.358 -0.547
H 0.447 -0.808 -1.365
H 1.219 1.482 -2.733
H -0.037 3.532 -2.260
H -1.670 2.371 -1.907
H -0.551 -1.937 0.757
H 0.887 -1.327 1.392
H -0.531 -0.770 2.002
H -0.027 -4.790 1.277
H 1.275 -4.644 0.594
O 0.681 -4.067 1.062
```

Results of the Mulliken charge analysis, in e, for atoms 1 through 6: -1.1298, 0.2512, -0.5401, -0.3551, -0.7393, -0.4676

Below is a 2-piece molecular cluster, C5H14NO overall, with properties calculated with ωB97M-V/def2-TZVPD.

For the energy relative to the best compared isomer or geometry (same formula, charge and spin), the calculation gives 1.5462 eV. Its frontier orbital gap is 10.551 eV. For the LUMO energy, the calculation gives -4.569 eV. The net charge is +1. The value obtained for the HOMO energy is -15.120 eV. As for the molecular weight: 104.173 u.

```
21
C5H14NO (ωB97M-V/def2-TZVPD)
C -2.636 0.778 0.551
C -1.164 0.512 0.967
C -0.143 1.292 0.173
C 0.065 0.776 -1.257
C 1.479 -1.210 -1.228
N 1.348 0.050 -1.354
H -2.889 0.356 -0.410
H -3.225 0.251 1.295
H -2.856 1.845 0.589
H -1.121 0.782 1.998
H -1.068 -0.578 0.899
H -0.454 2.333 0.122
H 0.779 1.398 0.732
H -0.741 0.083 -1.482
H 0.117 1.597 -1.968
H 2.491 -1.559 -1.173
H 0.621 -1.834 -1.029
H 2.173 0.623 -1.491
H 1.836 -2.994 1.052
H 2.861 -2.194 1.952
O 2.527 -2.309 1.062
```

Results of the Mulliken charge analysis, in e, for atoms 1 through 6: -1.1792, -0.4430, -0.5348, -0.7307, -0.2458, 0.0538

Below is a 2-piece molecular cluster, C5H14NO overall, with properties calculated with ωB97M-V/def2-TZVPD.

For the energy relative to the best compared isomer or geometry (same formula, charge and spin), the calculation gives 1.3960 eV. Its frontier orbital gap is 10.425 eV. For the LUMO energy, the calculation gives -3.156 eV. The net charge is +1. The value obtained for the HOMO energy is -13.581 eV. As for the molecular weight: 104.173 u.

```
21
C5H14NO (ωB97M-V/def2-TZVPD)
C 0.638 1.598 0.328
C 0.397 0.703 1.518
C -0.785 -0.240 1.307
C -0.603 -1.547 1.451
C -2.101 0.403 0.934
N 0.566 0.768 -0.958
H 1.589 2.101 0.095
H -0.147 2.348 0.216
H 1.273 0.120 1.796
H 0.224 1.354 2.376
H 0.289 -1.971 1.910
H -1.387 -2.280 1.382
H -2.849 -0.355 0.784
H -2.101 0.952 -0.045
H -2.363 1.198 1.632
H -0.448 0.619 -1.039
H 0.972 -0.170 -1.036
H 0.915 1.294 -1.754
H 1.497 -2.414 -3.024
H 1.913 -1.474 -4.093
O 1.441 -1.474 -3.247
```

Results of the Mulliken charge analysis, in e, for atoms 1 through 6: -0.7129, -0.6273, 0.8429, -1.1482, -1.1488, -0.2874